Entry from OMol25: a 2-piece molecular cluster, C31H31NO2 overall (ωB97M-V with the def2-TZVPD basis set).

As for the structure (SMILES): COc1ccc(C=C2C=C(c3ccccc3)C(=O)C(c3ccccc3)=C2)cc1.CN1CCCC1. The value obtained for the HOMO-LUMO gap is 0.2432 Ha. The calculation puts the HOMO energy at -0.281 Ha. The energy above the lowest of the compared OMol25 structures with the same formula, charge and spin comes out at 12.2 kJ/mol. The energy is -38233.480 eV.

Geometry as XYZ:
```
65
C31H31NO2 | OMol25 | ωB97M-V with the def2-TZVPD basis set
C 2.63519 -0.63163 -0.46316
N 2.78394 0.79317 -0.50014
C 3.02693 1.40531 0.82119
C 3.74809 2.72939 0.52036
C 4.29592 2.60646 -0.92008
C 3.82721 1.24101 -1.43789
H 2.36727 -0.98100 -1.46590
H 3.56374 -1.15267 -0.14994
H 1.83065 -0.90194 0.23085
H 2.07080 1.54775 1.34570
H 3.65906 0.75409 1.45871
H 3.02861 3.55499 0.57930
H 4.54139 2.91499 1.25189
H 3.89318 3.39790 -1.55985
H 5.38770 2.66782 -0.94532
H 4.67338 0.52791 -1.44496
H 3.41666 1.27450 -2.45518
C -0.41662 6.07623 -2.03581
O -0.99147 5.12089 -2.96217
C -0.72513 3.80957 -2.72919
C -1.24648 2.86885 -3.65400
C -1.02699 1.52866 -3.46741
C -0.33422 1.05945 -2.31357
C -0.15394 -0.33863 -2.08220
C -0.65531 -1.00734 -0.94310
C -0.68781 -2.44074 -0.90039
C -1.20964 -3.13445 0.16620
C -1.16382 -4.60084 0.22493
C -0.10601 -5.30486 -0.39680
C -0.06678 -6.70012 -0.36616
C -1.04549 -7.42750 0.32490
C -2.09216 -6.74150 0.95086
C -2.15680 -5.35114 0.88520
C -1.88955 -2.37304 1.25088
O -2.66068 -2.93053 2.05444
C -1.66114 -0.90824 1.30449
C -2.06497 -0.12187 2.47662
C -1.40722 1.09924 2.76058
C -1.82216 1.90101 3.82397
C -2.87476 1.49312 4.65489
C -3.51222 0.27100 4.40344
C -3.11985 -0.51529 3.32156
C -1.16165 -0.28742 0.18554
C 0.16349 2.00718 -1.38871
C 0.01900 3.35985 -1.60635
H -0.73698 7.04458 -2.41233
H -0.79756 5.91431 -1.01855
H 0.68006 6.00671 -2.03388
H -1.82351 3.24184 -4.49390
H -1.41252 0.79337 -4.17469
H 0.13679 -0.96009 -2.93061
H -0.30080 -2.98189 -1.77111
H 0.69448 -4.73665 -0.88051
H 0.74077 -7.21853 -0.88272
H -0.98937 -8.51836 0.38283
H -2.86980 -7.27800 1.49319
H -2.96842 -4.82547 1.37799
H -0.55763 1.40328 2.14201
H -1.31787 2.84871 4.00127
H -3.19192 2.11882 5.49580
H -4.32292 -0.07469 5.04310
H -3.62198 -1.45937 3.12411
H -1.17826 0.80139 0.14351
H 0.71358 1.65282 -0.51681
H 0.44453 4.06763 -0.89692
```

natural (NBO) atomic charge list, values in e, 2 entries: number 1, C, carries -0.403; number 2, N, carries -0.454

Entry from OMol25: C31H32BiCl5N5O4Si as an isolated structure (ωB97M-V with the def2-TZVPD basis set).

The value obtained for the HOMO-LUMO gap is 0.2743 Ha. The calculation puts the HOMO energy at -0.195 Ha. The energy above the lowest of the compared OMol25 structures with the same formula, charge and spin comes out at 70.3 kJ/mol. The energy is -124639.896 eV. As for the charge: -1.

Geometry as XYZ:
```
79
C31H32BiCl5N5O4Si | OMol25 | ωB97M-V with the def2-TZVPD basis set
Bi -0.02526 0.13692 -0.68880
N 2.36604 -0.28113 -1.68073
C 3.32479 -1.25683 -1.17973
C 2.61521 -2.36422 -0.37973
N 1.27216 -2.64381 -0.86747
C 1.25231 -3.26797 -2.20233
C 0.12633 -2.72895 -3.10050
N 0.53605 -1.49141 -3.78267
C 0.48416 -3.43046 0.07243
C -0.03688 -2.64431 1.27527
N -1.03125 -1.66152 0.84258
H 1.90842 -0.61799 -2.53488
H 2.78936 0.62193 -1.84406
H 4.02641 -0.76422 -0.50824
H 3.90818 -1.70627 -1.99505
H 2.53695 -2.03429 0.65733
H 3.24403 -3.27299 -0.38788
H 1.13645 -4.35678 -2.11221
H 2.20851 -3.08355 -2.69864
H -0.73917 -2.52202 -2.47748
H -0.15783 -3.50517 -3.81620
H -0.25626 -0.87137 -3.91295
H 0.91422 -1.70312 -4.69797
H 1.05650 -4.30361 0.43173
H -0.39903 -3.79150 -0.45588
H 0.77350 -2.12566 1.79733
H -0.46523 -3.38434 1.96489
H -1.50229 -1.20743 1.61690
H -1.72966 -2.12154 0.23425
O -3.43318 2.47607 1.03001
C -2.88439 1.64581 0.31878
O -1.58807 1.51922 0.29036
C -3.79703 0.79863 -0.55800
C -5.03961 1.34651 -0.86134
C -5.91211 0.62585 -1.65510
C -5.52126 -0.61990 -2.10564
C -4.28324 -1.11765 -1.71748
N -3.42838 -0.41183 -0.96777
C -3.93044 -2.57546 -2.05395
O -4.30268 -3.00350 -3.15279
O -3.30713 -3.17962 -1.14361
H -5.28055 2.31846 -0.45676
H -6.88820 1.02842 -1.89907
H -6.14650 -1.22883 -2.74322
Cl 2.80259 2.93106 -1.20390
C 1.23952 3.28186 -1.87288
C 0.28470 2.27359 -1.96513
C -0.84615 2.61923 -2.70298
Cl -1.97739 1.38562 -3.15276
C -1.09937 3.90854 -3.16838
Cl -2.58330 4.28380 -3.96320
C -0.14694 4.90259 -2.97823
Cl -0.44158 6.50472 -3.53364
C 1.05502 4.57560 -2.36323
Cl 2.27643 5.78170 -2.20545
C -1.59945 2.18253 5.23690
C -1.35911 0.85627 4.91680
C -0.64476 0.53864 3.77149
C -0.12856 1.52804 2.93438
C -0.43006 2.85344 3.24894
C -1.15707 3.18121 4.38111
Si 1.01720 1.17259 1.46716
C 2.58775 0.33709 2.16739
C 3.84203 0.68579 1.66027
C 5.00345 0.06266 2.08954
C 4.94444 -0.93809 3.04858
C 3.71510 -1.28644 3.58754
C 2.56036 -0.65419 3.15133
H -2.13585 2.43843 6.14178
H -1.72244 0.06628 5.56284
H -0.48444 -0.50725 3.53315
H -0.08604 3.64246 2.59225
H -1.37026 4.21872 4.60578
H 1.50196 2.54163 1.20394
H 3.90688 1.46913 0.91498
H 5.96152 0.35266 1.67470
H 5.84720 -1.43906 3.37411
H 3.65505 -2.05411 4.34943
H 1.61764 -0.93533 3.60165
```

natural (NBO) atomic charge list, values in e, 2 entries: number 1, Bi, carries 1.443; number 2, N, carries -0.907

Entry from OMol25: C31H32IN3O13S2Ta as an isolated structure (ωB97M-V with the def2-TZVPD basis set).

The value obtained for the HOMO-LUMO gap is 0.2618 Ha. The calculation puts the HOMO energy at -0.384 Ha. The energy above the lowest of the compared OMol25 structures with the same formula, charge and spin comes out at 126.0 kJ/mol. The energy is -95073.375 eV. As for the charge: +1.

Geometry as XYZ:
```
83
C31H32IN3O13S2Ta | OMol25 | ωB97M-V with the def2-TZVPD basis set
Ta -0.53511 -0.51050 1.27070
C 1.47755 4.55628 0.91533
O 1.61201 3.15899 0.77176
C 2.67845 2.64483 1.52489
C 2.74729 1.14382 1.33727
O 1.81345 0.40604 2.15394
C 2.36784 0.16805 3.44626
C 1.30241 -0.34053 4.37143
O 0.69122 -1.44724 3.74009
C 0.16108 -2.37330 4.69337
H 2.38360 5.07583 0.58272
H 1.27911 4.83253 1.95772
H 0.63639 4.86437 0.29818
H 2.55975 2.90080 2.58826
H 3.62581 3.08473 1.18196
H 3.75245 0.78985 1.57932
H 2.52909 0.89475 0.30676
H 2.78585 1.09201 3.85320
H 3.16636 -0.57532 3.35061
H 0.55624 0.43397 4.57936
H 1.76190 -0.64474 5.31544
H 0.98325 -2.80713 5.26697
H -0.34335 -3.15813 4.14360
H -0.54100 -1.87713 5.36562
I -2.15192 -0.10597 3.43996
N -1.94328 -6.22650 -3.75207
C -1.63583 -5.57029 -2.60787
C -2.34842 -4.41818 -2.22670
C -1.98342 -3.71033 -1.10821
C -0.90356 -4.14261 -0.33669
C -0.25033 -5.33720 -0.64280
C -0.60744 -6.03653 -1.76937
S -0.45357 -3.27269 1.10818
O -0.16019 -4.21824 2.13421
O -1.54146 -2.28324 1.43452
N 0.71390 -2.14242 0.99950
C 1.94996 -2.42625 0.43255
S 2.71707 -3.99189 0.60143
C 4.05538 -3.39738 -0.30056
C 3.85448 -2.09965 -0.61803
N 2.66659 -1.55728 -0.19961
H -2.71997 -5.93550 -4.31613
H -1.48175 -7.08324 -3.99490
H -3.19587 -4.09774 -2.81960
H -2.54490 -2.83813 -0.81207
H 0.50747 -5.72724 0.01962
H -0.10497 -6.96556 -2.00619
H 4.90041 -4.02586 -0.52664
H 4.53867 -1.47649 -1.17448
O -0.79553 -1.25596 -0.87101
C 0.03000 -0.36746 -1.21525
O 0.51414 0.34323 -0.26703
C 0.40560 -0.13214 -2.60523
C -0.24845 -0.83579 -3.60962
C 0.06201 -0.62479 -4.94975
C 1.04391 0.30004 -5.21851
O 1.51892 0.68642 -6.42369
C 2.53228 1.66428 -6.17504
O 2.60872 1.85385 -4.76513
C 1.69947 1.00435 -4.20890
C 1.40175 0.81990 -2.88999
H -1.01230 -1.55029 -3.33399
H -0.44074 -1.15189 -5.74794
H 2.26225 2.60207 -6.66249
H 3.48970 1.29983 -6.55224
H 1.89108 1.37085 -2.09876
O -2.07940 0.61769 0.31111
C -1.73825 1.70827 0.90802
O -0.66432 1.64565 1.57796
C -2.59797 2.88145 0.91314
C -3.69001 2.93843 0.05307
C -4.58693 3.99974 0.10452
C -4.34849 4.96729 1.05295
O -5.07151 6.07888 1.31248
C -4.46701 6.70630 2.44624
O -3.26415 5.99996 2.73430
C -3.25373 4.90985 1.91627
C -2.35586 3.88412 1.87118
H -3.83283 2.13823 -0.65974
H -5.43949 4.06261 -0.55629
H -5.14785 6.64621 3.29907
H -4.24016 7.74598 2.21235
H -1.51354 3.81639 2.54508
```

Löwdin atomic charge list, values in e, 2 entries: number 1, Ta, carries 1.797; number 2, C, carries -0.095